7 unconnected molecules or ions with the total composition C43H68N2O18, computed with ωB97M-V/def2-TZVPD.

```
131
Properties=species:S:1:pos:R:3:forces:R:3
C -0.365 -0.337 -1.874 -0.24 -0.12 0.24
C -0.237 0.667 -2.823 -0.13 -0.14 0.27
C -1.152 1.713 -2.855 0.19 -0.16 -0.07
C -2.219 1.760 -1.960 0.14 -0.06 0.02
C -3.221 2.896 -2.050 0.44 -0.21 0.06
C -3.793 3.283 -0.693 -0.79 -0.08 -0.55
C -4.781 4.470 -0.742 0.65 -0.74 0.36
N -6.145 3.966 -1.069 0.43 0.51 0.18
C -6.996 3.699 -0.073 -0.71 -0.36 -0.38
C -8.261 3.224 -0.358 0.41 0.14 0.16
C -8.657 3.024 -1.674 -0.43 -0.20 0.12
C -10.046 2.541 -1.983 0.55 0.21 -0.09
C -10.907 2.114 -0.976 -0.66 -0.22 -0.30
C -12.187 1.700 -1.300 0.57 0.26 0.28
N -12.590 1.717 -2.575 -0.05 -0.08 0.11
C -11.790 2.111 -3.570 0.54 0.29 -0.22
C -10.502 2.534 -3.301 -0.68 -0.26 0.28
C -7.736 3.288 -2.679 0.21 0.05 0.15
C -6.483 3.764 -2.347 -0.41 -0.10 -0.11
C -2.349 0.730 -1.030 0.20 -0.29 -0.04
C -1.426 -0.313 -0.981 -0.15 0.43 -0.22
H 0.340 -1.152 -1.816 0.15 -0.02 -0.14
H 0.580 0.610 -3.524 0.06 0.19 -0.15
H -1.016 2.483 -3.602 -0.09 0.13 -0.02
H -2.737 3.761 -2.499 0.08 0.09 -0.08
H -3.997 2.570 -2.749 -0.25 0.10 0.04
H -4.376 2.441 -0.324 0.12 -0.15 0.36
H -3.009 3.480 0.030 0.15 0.15 0.01
H -4.494 5.222 -1.468 -0.11 0.14 -0.11
H -4.825 4.901 0.249 -0.24 0.32 0.04
H -6.686 3.852 0.946 0.30 0.15 0.08
H -8.901 3.030 0.482 -0.17 0.00 0.11
H -10.650 2.084 0.067 0.18 0.01 0.13
H -12.880 1.381 -0.540 -0.21 -0.11 -0.06
H -13.537 1.420 -2.788 -0.04 -0.02 -0.06
H -12.187 2.107 -4.572 -0.17 -0.08 -0.06
H -9.897 2.865 -4.123 0.05 0.05 -0.17
H -7.965 3.129 -3.716 0.09 0.02 -0.18
H -5.740 4.001 -3.087 0.13 0.06 -0.10
H -3.168 0.681 -0.326 -0.12 0.17 0.04
H -1.566 -1.096 -0.251 0.07 -0.12 0.07
C 7.237 0.948 -3.848 -0.16 0.21 0.04
C 6.823 -0.011 -2.754 0.30 -0.18 -0.31
O 6.098 0.666 -1.710 -0.10 -0.07 0.10
C 4.816 0.899 -1.946 0.12 0.15 0.03
O 4.185 0.582 -2.923 -0.01 -0.09 -0.08
O 4.319 1.568 -0.900 -0.16 0.00 -0.32
C 2.952 1.948 -1.043 -0.24 0.12 0.11
H 7.791 1.787 -3.427 0.09 -0.07 0.01
H 7.868 0.439 -4.576 0.01 -0.03 0.02
H 6.366 1.350 -4.367 -0.02 -0.07 -0.02
H 7.701 -0.431 -2.268 -0.05 0.08 0.16
H 6.228 -0.837 -3.143 -0.13 0.08 0.03
H 2.333 1.089 -1.291 0.02 0.00 -0.08
H 2.856 2.718 -1.808 -0.03 -0.07 -0.07
H 2.633 2.352 -0.085 0.17 -0.04 0.07
C -0.678 0.241 -9.676 0.04 -0.12 0.20
C 0.013 1.574 -9.483 -0.14 -0.06 -0.38
O 0.241 1.854 -8.092 -0.01 0.05 0.05
C 1.302 1.243 -7.561 0.02 0.09 0.00
O 2.067 0.520 -8.139 0.00 -0.06 0.00
O 1.377 1.588 -6.273 -0.04 0.00 0.05
C 2.458 0.971 -5.561 0.11 0.00 0.21
H -1.594 0.197 -9.085 -0.04 0.06 -0.07
H -0.928 0.093 -10.726 0.00 0.03 -0.01
H -0.036 -0.580 -9.356 0.05 0.03 -0.06
H -0.619 2.385 -9.840 0.00 0.06 0.15
H 0.953 1.619 -10.030 0.07 -0.06 0.11
H 3.406 1.129 -6.068 -0.03 -0.05 -0.08
H 2.273 -0.096 -5.443 0.06 -0.02 -0.09
H 2.500 1.437 -4.582 -0.07 0.06 -0.04
C 2.780 -1.716 4.286 0.04 -0.01 -0.17
C 3.421 -0.606 5.094 -0.31 -0.24 0.18
O 4.638 -0.162 4.482 0.03 0.14 0.03
C 4.474 0.673 3.457 0.01 -0.13 -0.07
O 3.413 1.086 3.050 0.00 0.02 0.01
O 5.664 0.960 2.943 -0.06 0.16 0.11
C 5.585 1.791 1.776 0.24 0.07 -0.12
H 3.490 -2.528 4.123 -0.02 -0.04 0.11
H 1.907 -2.112 4.807 0.02 -0.01 0.03
H 2.464 -1.356 3.307 -0.03 0.08 0.05
H 3.700 -0.967 6.082 0.19 0.02 -0.05
H 2.741 0.234 5.228 0.05 0.06 -0.12
H 5.006 2.691 1.974 -0.07 -0.06 0.04
H 5.147 1.231 0.961 -0.04 0.05 0.13
H 6.598 2.073 1.503 0.06 -0.12 0.17
C 9.514 0.926 2.196 0.11 0.22 0.00
C 9.722 0.400 0.792 -0.14 -0.31 0.27
O 9.939 1.463 -0.149 -0.04 0.00 -0.08
C 11.180 1.953 -0.176 -0.02 -0.03 -0.08
O 12.108 1.571 0.485 0.02 0.02 0.05
O 11.216 2.933 -1.079 -0.02 0.01 -0.01
C 12.486 3.582 -1.192 0.13 0.14 -0.10
H 8.716 1.668 2.206 -0.06 -0.07 0.03
H 9.245 0.112 2.869 -0.04 -0.01 -0.02
H 10.414 1.404 2.579 0.05 -0.07 -0.05
H 8.823 -0.110 0.445 -0.02 0.12 -0.11
H 10.545 -0.311 0.749 0.10 0.11 -0.03
H 13.280 2.858 -1.359 -0.01 -0.03 0.08
H 12.693 4.162 -0.295 0.05 -0.07 0.04
H 12.417 4.248 -2.047 -0.12 -0.03 0.00
C -3.547 -6.386 2.992 0.02 0.20 0.14
C -2.997 -5.855 1.687 -0.09 -0.46 0.01
O -3.008 -4.415 1.657 0.05 0.09 -0.10
C -2.002 -3.830 2.301 -0.17 -0.06 0.02
O -1.099 -4.382 2.869 0.07 0.01 0.05
O -2.167 -2.503 2.215 0.05 0.08 -0.01
C -1.182 -1.757 2.936 0.17 0.27 0.04
H -4.537 -5.972 3.187 -0.04 -0.07 -0.06
H -3.622 -7.473 2.956 0.00 -0.01 -0.03
H -2.904 -6.114 3.829 0.05 -0.04 -0.03
H -3.626 -6.164 0.854 -0.03 0.17 -0.03
H -1.990 -6.222 1.497 0.06 0.12 0.07
H -0.176 -2.056 2.652 -0.01 -0.09 0.04
H -1.315 -1.876 4.011 0.02 -0.12 -0.01
H -1.327 -0.711 2.677 -0.12 -0.04 -0.08
C -3.453 -7.676 9.431 0.09 0.01 -0.22
C -2.810 -6.521 10.168 -0.31 -0.20 0.21
O -1.604 -6.089 9.519 0.05 0.05 0.00
C -1.771 -5.295 8.467 0.03 -0.01 0.10
O -2.820 -4.890 8.035 -0.02 -0.01 -0.05
O -0.566 -5.005 7.973 0.01 0.03 0.00
C -0.595 -4.181 6.809 0.10 0.10 -0.21
H -2.737 -8.487 9.295 -0.01 -0.02 0.10
H -4.308 -8.053 9.991 0.01 0.01 0.03
H -3.797 -7.366 8.444 -0.04 0.05 0.04
H -2.505 -6.831 11.165 0.17 0.03 -0.04
H -3.497 -5.682 10.275 0.04 0.05 -0.13
H -1.181 -3.281 6.984 -0.08 -0.05 0.01
H -1.001 -4.735 5.963 -0.07 0.05 0.00
H 0.433 -3.907 6.593 0.05 -0.10 0.11
```
Forces are in eV/Å.

Computed properties:
Strongest force on any atom ... 1.05 eV/Å
Kohn-Sham gap ... 4.192 eV
HOMO level ... -12.48 eV
Net charge ... +2
LUMO energy ... -0.304 Eh